1.
{"formula": "C31H46P2Pm", "method": "the ωB97M-V functional and the def2-TZVPD basis", "symbols": ["Pm", "C", "C", "C", "C", "C", "C", "H", "H", "H", "C", "H", "H", "H", "C", "H", "H", "H", "C", "H", "H", "H", "C", "H", "H", "H", "C", "C", "C", "C", "C", "C", "C", "C", "H", "H", "H", "H", "H", "H", "H", "H", "H", "H", "H", "H", "P", "C", "C", "P", "C", "C", "C", "H", "H", "H", "H", "H", "H", "H", "H", "H", "H", "H", "H", "H", "H", "C", "C", "C", "C", "C", "C", "C", "C", "H", "H", "H", "H", "H"], "positions_angstrom": [[1.406585, -0.681827, 0.355422], [-0.972637, -1.035459, 2.265010], [-0.616283, -2.175434, 1.472514], [1.055590, -1.820292, 3.026792], [0.046673, -0.839593, 3.228441], [0.637022, -2.672107, 1.958243], [-2.286617, -0.344924, 2.263791], [-2.642733, -0.120328, 1.254191], [-2.228385, 0.605007, 2.806623], [-3.065771, -0.962589, 2.738385], [0.009588, 0.151226, 4.329262], [-0.995001, 0.220539, 4.769160], [0.284527, 1.151207, 3.974676], [0.718968, -0.109986, 5.122614], [2.259878, -2.005076, 3.870781], [1.997867, -1.964084, 4.939921], [2.998967, -1.209723, 3.699492], [2.750257, -2.967467, 3.677272], [1.369371, -3.856831, 1.445102], [1.851160, -4.404056, 2.264712], [2.173286, -3.583637, 0.737783], [0.687813, -4.547924, 0.933161], [-1.468535, -2.852582, 0.461031], [-1.716655, -3.885828, 0.759798], [-0.962068, -2.929655, -0.515069], [-2.421993, -2.326040, 0.306468], [-2.983160, 2.213475, -0.472105], [-3.999452, 1.376605, -0.714154], [-4.023405, 0.334296, -1.791007], [-3.339327, 0.683003, -3.143819], [-1.929845, 0.038525, -3.313018], [-1.245420, -0.375894, -2.046127], [-1.011947, 0.668817, -0.945150], [-1.634761, 2.066101, -1.101394], [-5.076006, 0.116305, -2.028560], [-3.357952, 1.767052, -3.354944], [-3.612738, -0.617537, -1.415762], [-1.647941, 2.370360, -2.154958], [-3.096308, 3.064783, 0.210688], [-4.894313, 1.396897, -0.083722], [-0.947831, 2.776792, -0.614435], [-1.306351, 0.230107, 0.026260], [-1.619641, -1.340785, -1.675281], [0.071560, 0.935292, -0.820122], [-3.964422, 0.251166, -3.946050], [-2.097619, -0.852889, -3.945980], [-0.590531, 0.896750, -4.212049], [-0.732330, 2.678177, -4.394086], [-0.776674, 0.256541, -5.900182], [0.876843, -0.890351, -2.280230], [0.996426, 0.415562, -3.593070], [0.742681, -2.410778, -3.278824], [2.823174, -0.796008, -1.942372], [0.053068, 3.196320, -3.825077], [-1.718045, 3.061448, -4.107291], [-0.575294, 2.903312, -5.461487], [-0.139636, 0.847426, -6.572507], [-1.824606, 0.368440, -6.211309], [-0.492738, -0.803534, -5.949153], [3.238578, -0.557302, -2.936455], [3.245712, -1.758563, -1.595868], [3.145822, 0.038091, -1.275416], [1.502338, 1.296468, -3.168963], [1.617200, 0.047952, -4.427019], [1.416853, -3.171693, -2.858120], [1.027963, -2.224396, -4.323646], [-0.283700, -2.799656, -3.245073], [1.496274, 1.471505, 0.683657], [2.101335, 1.464535, 1.784425], [2.626102, 1.858313, 3.051453], [2.015032, 2.931977, 3.722589], [2.347637, 3.213187, 5.045070], [3.332727, 2.459085, 5.690151], [4.011801, 1.444519, 5.002837], [3.678963, 1.157113, 3.676267], [1.257649, 3.509198, 3.181992], [1.832534, 4.020110, 5.568470], [3.581792, 2.676647, 6.736495], [4.799330, 0.872456, 5.495079], [4.211747, 0.392123, 3.103762]], "atomic_forces_ev_per_a": [[-1.330, -2.821, 1.866], [0.848, -0.762, -0.220], [0.659, 0.406, 0.612], [-0.715, 0.028, -0.788], [0.287, -0.446, -0.853], [-0.554, 0.956, 0.199], [-0.464, 0.215, -0.005], [-0.092, -0.004, 0.167], [-0.084, -0.140, -0.117], [0.198, 0.153, -0.036], [-0.027, 0.481, 0.298], [0.260, -0.040, -0.038], [-0.166, -0.132, 0.165], [-0.144, 0.073, -0.092], [0.573, 0.004, 0.379], [0.147, -0.062, -0.283], [-0.110, -0.327, 0.191], [-0.103, 0.194, 0.092], [0.049, -0.385, -0.045], [-0.033, 0.049, -0.248], [0.073, -0.231, -0.110], [0.244, 0.116, 0.029], [-0.368, -0.533, -0.498], [0.033, 0.308, -0.039], [-0.243, -0.094, 0.136], [0.293, -0.098, 0.014], [-0.801, 0.016, -0.069], [0.207, 0.482, 0.394], [-0.194, -0.394, -0.508], [-0.359, 0.128, -0.730], [-0.159, 0.027, 0.687], [1.429, -1.035, 0.073], [-0.232, -0.259, -0.272], [0.449, 0.389, 0.216], [0.271, 0.114, 0.160], [0.027, -0.332, 0.385], [-0.145, 0.231, -0.114], [-0.015, -0.095, 0.233], [-0.076, -0.617, 0.025], [0.215, 0.342, -0.305], [-0.200, -0.145, -0.106], [0.122, 0.386, -0.362], [-0.060, 0.558, -0.063], [-0.498, -0.344, -0.476], [0.149, 0.197, 0.319], [0.362, 0.188, 0.287], [-1.529, -0.297, -1.278], [0.328, 0.645, -0.334], [0.360, 0.233, -0.200], [-2.256, -0.011, 0.601], [0.867, 0.600, 0.310], [0.416, -0.366, 0.054], [0.986, -0.210, -1.127], [-0.367, -0.138, -0.061], [0.238, -0.164, -0.040], [-0.050, 0.017, 0.381], [-0.147, -0.312, 0.024], [0.269, -0.015, 0.112], [-0.106, 0.290, 0.039], [0.378, -0.261, 0.606], [0.086, 0.323, -0.101], [-0.091, -0.262, -0.379], [-0.126, -0.163, -0.150], [-0.215, 0.146, 0.282], [-0.184, 0.123, -0.272], [-0.033, -0.193, 0.232], [0.271, 0.187, 0.032], [1.773, 1.741, 2.178], [-0.830, 1.399, -1.944], [0.621, -0.169, 0.897], [-0.075, -0.087, 0.008], [0.148, -0.033, -0.220], [0.053, -0.083, 0.052], [-0.087, 0.157, -0.242], [-0.377, 0.314, 0.053], [0.213, -0.242, 0.349], [0.212, -0.233, -0.130], [-0.095, -0.139, -0.507], [-0.210, 0.220, -0.113], [-0.160, 0.237, 0.338]], "mulliken_charge": [0.61, 0.69, 1.23, 0.98, 0.26, -0.38, -1.14, -0.06, 0.38, 0.33, -1.58, 0.45, 0.18, 0.33, -1.40, 0.32, -0.03, 0.37, -1.17, 0.44, 0.14, 0.34, -1.69, 0.52, 0.19, 0.36, -0.61, -0.49, -0.56, -1.07, -0.06, -1.08, 1.59, -0.92, 0.56, 0.25, 0.09, -0.31, 0.40, 0.41, 0.66, -0.66, 0.44, -0.82, 0.58, 0.85, 1.16, -1.47, -1.56, 1.88, -1.96, -1.50, -1.90, 0.48, 0.42, 0.44, 0.50, 0.41, 0.41, 0.54, 0.45, 0.53, 0.52, 0.80, 0.44, 0.42, 0.31, -0.22, -0.22, 0.40, -0.42, -0.46, -0.44, -0.50, -0.67, 0.44, 0.40, 0.39, 0.41, 0.62], "total_charge": 1, "homo_energy_ev": [-9.04, -9.02], "spin_multiplicity": 5, "orbital_gap_ev": [6.585, 6.688]}

2.
{"formula": "C31H47CdN9O3PS3", "method": "the ωB97M-V functional and the def2-TZVPD basis", "symbols": ["Cd", "C", "C", "N", "C", "S", "N", "N", "C", "C", "C", "C", "C", "C", "C", "N", "H", "H", "H", "H", "H", "H", "H", "H", "H", "H", "H", "H", "H", "O", "N", "C", "C", "C", "C", "C", "S", "H", "H", "H", "H", "S", "C", "C", "N", "C", "H", "H", "H", "O", "P", "N", "C", "C", "C", "C", "N", "C", "C", "C", "C", "N", "C", "C", "C", "C", "H", "H", "H", "H", "H", "H", "H", "H", "H", "H", "H", "H", "H", "H", "H", "H", "H", "H", "H", "H", "H", "H", "H", "H", "C", "O", "H", "H", "H"], "positions_angstrom": [[0.464632, 0.090210, -0.284238], [-0.786665, 0.142408, -6.417260], [-1.696293, 0.683454, -5.314510], [-1.018061, 1.484051, -4.321870], [-0.146430, 0.900783, -3.404475], [0.856599, 2.009105, -2.500548], [-0.176116, -0.393822, -3.326524], [0.573927, -0.890857, -2.283486], [1.125577, -2.078924, -2.416902], [0.879614, -2.888415, -3.656249], [1.948501, -2.532262, -1.348160], [2.574631, -3.809475, -1.280993], [3.408019, -4.121584, -0.243444], [3.647048, -3.165739, 0.779296], [2.964497, -1.965743, 0.678524], [2.151068, -1.637195, -0.309894], [-1.352404, -0.472396, -7.124063], [-0.316897, 0.959824, -6.971309], [-0.004851, -0.470468, -5.970182], [-2.490112, 1.298421, -5.751224], [-2.169305, -0.151411, -4.796698], [-0.747461, 2.419006, -4.575248], [1.026488, -2.267410, -4.541683], [1.537726, -3.752870, -3.721555], [-0.160653, -3.226800, -3.677552], [2.381286, -4.546916, -2.049286], [3.874489, -5.100747, -0.202605], [4.296859, -3.368266, 1.621308], [3.062765, -1.204776, 1.447598], [-4.024094, -1.311579, 1.575489], [-3.366853, -2.413846, 1.793678], [-3.653581, -3.104744, 2.922931], [-3.028946, -4.275781, 3.266024], [-2.036501, -4.764611, 2.410700], [-1.749141, -4.066554, 1.265831], [-2.412708, -2.871224, 0.895996], [-2.084110, -2.054698, -0.551386], [-4.416676, -2.627903, 3.520399], [-3.295996, -4.769442, 4.190661], [-1.493095, -5.671286, 2.648657], [-0.979646, -4.399998, 0.583492], [-3.999082, 2.330642, 0.309085], [-2.827846, 3.509777, -0.129085], [-1.623132, 2.912476, -0.292618], [-1.608777, 1.556630, -0.064768], [-2.790704, 1.110077, 0.242482], [-3.075698, 4.548510, -0.270283], [-0.712950, 3.390953, -0.618495], [-3.027131, 0.072951, 0.480936], [0.126939, -0.628623, 1.919651], [0.727913, 0.181176, 3.032978], [0.119327, 1.667844, 3.505431], [0.821580, 2.702845, 4.241070], [-0.308505, 3.542535, 4.843828], [-1.449434, 3.362835, 3.838123], [-1.321223, 1.891892, 3.454597], [0.068481, -0.714060, 4.340809], [-0.449126, -2.069938, 4.236821], [-1.169417, -2.265409, 5.566991], [-0.279464, -1.488092, 6.537147], [0.122158, -0.258754, 5.714644], [2.338368, 0.097885, 3.532327], [2.818049, -1.131605, 4.184778], [4.249373, -0.796608, 4.584007], [4.717899, 0.077972, 3.428027], [3.481802, 0.911411, 3.085359], [1.448905, 3.316703, 3.585095], [1.474167, 2.279388, 5.013008], [-0.014649, 4.582401, 4.998385], [-0.607820, 3.126359, 5.810267], [-1.285931, 3.986267, 2.955719], [-2.430216, 3.602282, 4.251734], [-1.714345, 1.675240, 2.464958], [-1.860828, 1.244683, 4.161852], [0.351770, -2.819745, 4.122866], [-1.099543, -2.167397, 3.372466], [-1.294980, -3.316553, 5.830678], [-2.161762, -1.807029, 5.513453], [0.607778, -2.084457, 6.773198], [-0.767562, -1.225746, 7.478486], [1.118449, 0.115502, 5.994161], [-0.580809, 0.568700, 5.895002], [2.800509, -1.985733, 3.496577], [2.208042, -1.395571, 5.045468], [4.857633, -1.691265, 4.729912], [4.247368, -0.224708, 5.517709], [4.985350, -0.552398, 2.576359], [5.581026, 0.701027, 3.670245], [3.410790, 1.121326, 2.022903], [3.497283, 1.866804, 3.625221], [1.585923, 2.667001, 1.083933], [1.514034, 1.294855, 1.269547], [2.451119, 3.118378, 1.611007], [0.685220, 3.190618, 1.447533], [1.698145, 2.917725, 0.019377]], "atomic_forces_ev_per_a": [[0.132, -0.059, -0.017], [-0.006, 0.002, 0.002], [0.006, 0.005, -0.004], [-0.024, -0.004, 0.002], [0.003, 0.010, -0.027], [-0.051, -0.017, 0.009], [0.080, 0.013, -0.029], [-0.059, 0.049, -0.084], [-0.043, -0.023, 0.054], [0.000, -0.002, -0.002], [0.012, 0.064, -0.072], [0.000, -0.001, -0.004], [0.007, 0.003, -0.001], [-0.002, 0.000, -0.003], [-0.013, -0.016, 0.005], [-0.079, -0.076, 0.025], [0.002, 0.000, -0.002], [0.001, -0.001, -0.001], [0.002, 0.002, 0.000], [-0.002, -0.003, -0.001], [0.001, 0.001, 0.000], [0.010, -0.003, -0.001], [0.006, -0.004, 0.004], [-0.007, -0.009, 0.007], [0.000, -0.001, -0.003], [-0.001, 0.002, -0.001], [-0.001, 0.000, 0.001], [0.000, -0.003, -0.001], [-0.005, -0.024, -0.020], [0.006, -0.012, 0.026], [-0.020, 0.018, 0.014], [-0.022, -0.005, 0.001], [0.023, -0.004, -0.012], [-0.025, 0.008, 0.010], [0.018, 0.006, 0.012], [0.015, -0.023, -0.021], [0.025, -0.084, -0.016], [-0.001, -0.001, -0.002], [-0.004, -0.006, -0.003], [0.003, 0.001, 0.001], [0.007, 0.003, 0.000], [0.025, 0.001, -0.010], [-0.012, -0.007, 0.024], [0.025, 0.010, 0.001], [-0.097, -0.103, -0.128], [0.045, 0.017, 0.106], [0.002, 0.000, 0.003], [0.015, -0.015, -0.006], [-0.026, 0.017, -0.027], [0.073, 0.272, 0.164], [-0.245, -0.404, 0.219], [-0.004, -0.029, -0.116], [0.068, -0.006, 0.027], [-0.054, -0.012, -0.036], [0.022, 0.006, 0.044], [0.011, -0.011, 0.029], [0.019, 0.084, -0.021], [0.005, -0.031, -0.018], [-0.027, 0.013, -0.004], [0.000, -0.008, -0.002], [-0.027, 0.007, 0.024], [-0.041, 0.067, -0.056], [-0.016, -0.017, 0.000], [0.009, 0.003, -0.001], [0.008, -0.010, -0.002], [0.022, 0.024, -0.003], [0.011, -0.007, -0.005], [-0.012, 0.003, 0.007], [-0.011, 0.004, -0.011], [0.011, -0.001, 0.006], [0.017, 0.001, 0.009], [-0.005, 0.001, -0.013], [-0.009, 0.020, -0.041], [0.023, -0.008, 0.051], [0.002, 0.008, 0.012], [0.004, 0.001, -0.018], [0.009, -0.001, 0.003], [0.018, -0.005, 0.001], [0.004, 0.002, 0.004], [-0.002, 0.001, -0.003], [-0.002, -0.018, 0.005], [0.006, 0.029, -0.022], [-0.002, 0.002, 0.003], [0.007, -0.005, 0.003], [-0.001, -0.001, 0.004], [-0.003, 0.003, 0.000], [-0.002, 0.003, 0.005], [0.000, -0.002, 0.001], [-0.013, 0.012, -0.001], [0.002, -0.007, 0.004], [0.082, -0.049, -0.016], [0.103, 0.310, -0.121], [0.000, -0.001, -0.005], [-0.014, 0.024, 0.035], [-0.017, 0.013, 0.044]], "mulliken_charge": [2.90, -0.84, -0.47, -0.22, 0.31, -0.68, -0.58, 0.69, 0.61, -1.51, 0.00, -0.89, -0.64, -0.79, -0.21, -0.18, 0.34, 0.26, 0.10, 0.40, 0.22, 0.24, 0.20, 0.41, 0.21, 0.20, 0.35, 0.45, 0.40, -0.89, 0.72, -0.32, -0.68, -0.30, -0.67, -0.06, -0.27, 0.40, 0.44, 0.33, 0.39, -0.26, -0.52, -0.84, 0.82, -0.22, 0.45, 0.41, -0.17, -1.58, -0.30, 1.00, -0.56, -0.82, -0.77, 0.69, 0.77, 0.63, -0.76, -0.79, -0.53, 0.41, 0.04, -0.90, -0.71, -0.39, 0.35, 0.15, 0.44, 0.33, 0.29, 0.43, -1.11, 0.32, 0.18, -1.10, 0.44, 0.28, 0.32, 0.43, 0.19, 0.26, 0.10, -0.12, 0.41, 0.31, 0.23, 0.47, -0.06, 0.37, -0.77, -1.13, 0.19, 0.08, 0.27], "total_charge": -2, "homo_energy_ev": [0.68, -1.46], "spin_multiplicity": 2, "orbital_gap_ev": [3.581, 5.718]}